Entry 1:
{
  "formula": "C21H31LiN6O2SSi",
  "method": "ωB97M-V with the def2-TZVPD basis set",
  "energy_ha": -1993.24137,
  "gap_ev": 6.372,
  "total_charge": -2,
  "de_lowest_kcal_mol": 14.0,
  "max_force_ev_per_a": 1.08,
  "lumo_energy_ev": 4.558,
  "species": ["Li", "C", "Si", "C", "C", "C", "C", "C", "C", "N", "C", "S", "H", "H", "H", "H", "H", "H", "H", "H", "H", "H", "H", "H", "C", "C", "C", "C", "N", "N", "C", "H", "H", "H", "H", "H", "H", "H", "H", "C", "C", "C", "C", "O", "H", "H", "H", "H", "H", "H", "H", "H", "H", "N", "C", "O", "C", "C", "N", "C", "N", "H", "H"],
  "xyz": [[-1.213, 0.430, -0.126], [4.829, -3.748, 1.383], [3.800, -3.378, -0.199], [5.011, -3.782, -1.648], [2.429, -4.698, -0.302], [3.387, -1.555, -0.402], [4.333, -0.614, -0.754], [3.955, 0.690, -1.067], [2.595, 0.966, -1.106], [1.669, 0.121, -0.714], [2.043, -1.085, -0.250], [0.918, -2.020, 0.573], [5.173, -4.779, 1.380], [4.241, -3.594, 2.281], [5.705, -3.109, 1.444], [5.362, -4.809, -1.607], [5.884, -3.137, -1.619], [4.528, -3.635, -2.610], [2.834, -5.697, -0.454], [1.746, -4.482, -1.116], [1.836, -4.698, 0.604], [5.383, -0.890, -0.791], [4.694, 1.441, -1.319], [2.231, 1.929, -1.449], [-3.329, 5.472, -0.359], [-3.473, 3.986, -0.462], [-4.628, 3.208, -0.445], [-4.153, 1.897, -0.529], [-2.822, 1.909, -0.587], [-2.400, 3.189, -0.550], [-4.930, 0.625, -0.544], [-4.307, 5.953, -0.341], [-2.756, 5.856, -1.204], [-2.793, 5.740, 0.556], [-5.652, 3.541, -0.379], [-0.906, 2.649, -0.061], [-5.978, 0.802, -0.298], [-4.505, -0.078, 0.169], [-4.880, 0.162, -1.530], [0.505, 4.035, 1.555], [0.036, 2.573, 1.639], [1.130, 1.707, 2.257], [-1.251, 2.513, 2.470], [-0.202, 2.081, 0.352], [0.698, 4.450, 2.542], [-0.267, 4.624, 1.069], [1.419, 4.108, 0.969], [1.323, 1.993, 3.289], [2.047, 1.810, 1.683], [0.827, 0.665, 2.207], [-1.091, 2.875, 3.485], [-1.624, 1.491, 2.492], [-2.007, 3.129, 1.988], [-1.420, -2.253, -2.024], [-2.286, -2.107, -0.954], [-2.147, -1.138, -0.198], [-3.326, -3.080, -0.860], [-3.453, -4.087, -1.802], [-3.570, -4.917, -2.603], [-4.249, -3.086, 0.175], [-5.022, -3.161, 1.033], [-0.511, -1.852, -1.843], [-1.421, -3.149, -2.489]],
  "lowdin_charge": [0.5916, -0.1878, 0.5506, -0.1991, -0.2387, -0.2975, -0.1351, -0.1170, -0.1953, 0.0189, -0.8510, 0.6165, 0.0102, 0.0158, 0.0094, 0.0084, 0.0028, 0.0180, 0.0126, 0.0127, -0.0131, 0.0871, 0.0740, 0.0989, -0.0707, -0.4120, -0.0474, -0.3975, -0.0371, -0.0475, -0.0515, 0.0569, 0.0601, 0.0544, 0.0774, 0.0208, 0.0641, 0.0550, 0.0735, -0.0345, -0.6819, -0.0321, -0.0292, -0.1474, 0.0735, 0.0668, 0.0765, 0.0780, 0.0736, 0.0626, 0.0763, 0.0900, 0.0684, 0.1479, -0.5497, -0.1278, -0.2373, -0.2984, 0.0834, -0.2738, 0.0950, 0.0550, 0.0736]
}

***

Entry 2:
{
  "formula": "C25H48Cl3I2N3O7P",
  "method": "ωB97M-V with the def2-TZVPD basis set",
  "energy_ha": -3988.90075,
  "gap_ev": 5.253,
  "total_charge": 1,
  "max_force_ev_per_a": 8.88,
  "lumo_energy_ev": -6.146,
  "species": ["C", "O", "C", "C", "C", "C", "C", "C", "C", "C", "C", "C", "C", "C", "C", "C", "C", "O", "C", "C", "O", "N", "C", "N", "N", "C", "P", "O", "O", "O", "C", "O", "C", "I", "C", "C", "I", "H", "H", "H", "H", "H", "H", "H", "H", "H", "H", "H", "H", "H", "H", "H", "H", "H", "H", "H", "H", "H", "H", "H", "H", "H", "H", "H", "H", "H", "H", "H", "H", "H", "H", "H", "H", "H", "H", "H", "H", "H", "H", "H", "H", "H", "H", "H", "C", "Cl", "Cl", "Cl", "H"],
  "xyz": [[2.871, -1.908, 4.176], [4.023, -1.047, 3.790], [3.809, -0.472, 2.441], [5.010, 0.579, 1.989], [4.363, 1.609, 0.869], [5.299, 1.605, -0.517], [4.243, 1.132, -1.725], [3.266, 2.400, -2.077], [1.704, 2.001, -2.406], [0.701, 2.387, -1.122], [-0.518, 1.254, -0.911], [0.258, -0.098, -0.440], [-0.593, -1.490, -0.475], [0.245, -2.670, -1.316], [0.575, -2.253, -2.866], [-0.374, -2.962, -3.998], [-0.274, -4.596, -4.071], [1.071, -5.133, -4.321], [1.809, -5.411, -3.081], [1.286, -6.287, -1.798], [3.050, -4.860, -2.979], [-1.070, 1.092, -2.344], [-2.549, 0.785, -2.346], [-3.144, -0.359, -2.854], [-3.470, 1.839, -1.780], [-2.727, 2.666, -0.754], [-4.024, 3.694, 0.179], [-5.045, 2.879, 1.066], [-3.394, 4.982, 1.171], [-5.008, 4.492, -1.068], [-1.613, 1.881, 0.142], [-0.863, 2.977, 0.855], [-2.138, 0.932, 1.346], [-3.855, -0.391, 0.851], [-2.511, 1.749, 2.760], [-3.714, 1.067, 3.626], [-0.736, 1.733, 4.117], [2.117, -1.340, 4.890], [2.260, -2.298, 3.232], [3.215, -2.881, 4.760], [3.748, -1.376, 1.692], [2.771, 0.076, 2.443], [5.956, -0.006, 1.603], [5.347, 1.138, 2.980], [4.379, 2.725, 1.286], [3.249, 1.263, 0.620], [6.141, 0.775, -0.436], [5.750, 2.676, -0.751], [3.561, 0.226, -1.393], [4.856, 0.887, -2.716], [3.696, 2.898, -3.071], [3.330, 3.260, -1.257], [1.384, 2.687, -3.329], [1.553, 0.893, -2.776], [1.437, 2.427, -0.199], [0.270, 3.450, -1.424], [1.279, -0.322, -0.986], [0.564, 0.074, 0.702], [-0.696, -1.933, 0.626], [-1.642, -1.447, -0.978], [1.169, -3.082, -0.713], [-0.522, -3.582, -1.375], [0.525, -1.074, -3.043], [1.721, -2.532, -3.047], [-1.486, -2.550, -3.907], [0.008, -2.560, -5.056], [-0.815, -5.020, -3.124], [-0.942, -4.928, -5.002], [1.230, -7.410, -2.129], [0.210, -5.932, -1.426], [2.013, -6.080, -0.897], [-1.018, 2.025, -2.856], [-3.537, -1.039, -2.136], [-3.151, -0.560, -3.897], [-3.654, 2.504, -2.587], [-2.107, 3.456, -1.405], [-4.131, 5.633, 1.433], [-5.617, 3.809, -1.506], [-1.135, 3.870, 0.496], [-1.337, 0.146, 1.759], [-2.764, 2.871, 2.610], [-4.811, 1.296, 3.214], [-3.695, 1.606, 4.693], [-3.559, -0.082, 3.878], [-4.691, -0.146, 7.342], [-3.741, -1.302, 6.393], [-3.637, 0.802, 8.404], [-5.620, 0.921, 6.275], [-5.393, -0.706, 7.964]],
  "lowdin_charge": [-0.1255, -0.2562, -0.2309, -0.1537, -0.2001, -0.1879, -0.2101, -0.2186, -0.1952, -0.1074, -0.2873, -0.1202, -0.2060, -0.1857, -0.2018, -0.1748, -0.1993, -0.0797, -0.2790, -0.0223, -0.0426, 0.0966, -0.1728, 0.1628, 0.0393, -0.2824, 0.7695, -0.3722, -0.1972, -0.2246, -0.3514, -0.1149, -0.5681, 0.9713, -0.7256, -0.3495, 0.7788, 0.0968, 0.0908, 0.1052, 0.1293, 0.1095, 0.1147, 0.1266, 0.1217, 0.0846, 0.1093, 0.1205, 0.1024, 0.1211, 0.1204, 0.1220, 0.1131, 0.0933, 0.1278, 0.1290, 0.1136, 0.1329, 0.1220, 0.0368, 0.1255, 0.1036, 0.0894, 0.1243, 0.1002, 0.1299, 0.1095, 0.1474, 0.1062, 0.0801, 0.1080, 0.1405, 0.0998, 0.1627, 0.1679, 0.1598, 0.1289, 0.0970, 0.1065, 0.0642, 0.0646, 0.0725, 0.0286, 0.0365, -1.5040, 0.5293, 0.5287, 0.5530, 0.0206]
}